This record from OMol25 describes a structure of composition BF4Sn at a distorted geometry. The level of theory is ωB97M-V/def2-TZVPD.

**Total charge**: +1
**HOMO energy**: -17.24 eV
**Multiplicity**: 1
**Molecular weight**: 205.515 g/mol
**ΔE to the lowest compared entry with this formula, charge and spin**: 0.2460 eV
**Frontier orbital gap**: 8.98 eV

Last column: natural (NBO) charge in e.
Geometry (Å):
1 Sn -0.791 0.549 1.947  1.81
2 B 0.154 -0.140 -0.388  1.23
3 F -1.152 -0.358 -0.158  -0.52
4 F 0.904 -0.684 0.623  -0.51
5 F 0.513 -0.628 -1.580  -0.49
6 F 0.372 1.260 -0.444  -0.52